One molecule with the formula C23H29N3O3. Source: the Open Molecules 2025 dataset; level of theory: ωB97M-V/def2-TZVPD.

The geometry in XYZ format:
```
58
Properties=species:S:1:pos:R:3:lowdin_charge:R:1
C 0.8545 4.7594 0.8355 -0.0479
C -0.3696 3.9997 0.4255 -0.2781
C -0.3455 3.1977 -0.7095 -0.0541
C -1.4516 2.4579 -1.0807 -0.0385
C -2.6167 2.5056 -0.3249 -0.2391
C -2.6508 3.3192 0.7971 -0.0368
C -1.5406 4.0559 1.1676 -0.0353
H -1.5834 4.6750 2.0522 0.1100
H -3.5479 3.3650 1.3968 0.1136
C -3.8114 1.6708 -0.7136 -0.1152
N -3.4679 0.2625 -0.8294 0.0819
C -2.7767 -0.3801 0.1331 -0.4151
O -2.3766 0.2036 1.1348 0.0674
C -2.5049 -1.8212 -0.1199 -0.0694
C -3.4240 -2.6169 -0.7982 -0.0418
C -3.1714 -3.9546 -1.0343 -0.0872
C -1.9808 -4.5143 -0.5971 -0.0674
C -1.0602 -3.7519 0.0933 0.0052
C -1.3137 -2.4067 0.3576 -0.1458
N -0.4213 -1.6017 1.0494 0.1470
C 0.8600 -1.8541 1.4347 -0.4428
O 1.4275 -2.9201 1.3127 0.0703
C 1.5725 -0.5987 1.9397 -0.0900
N 2.5035 -0.0803 0.9455 -0.1372
C 1.8877 0.1342 -0.3542 -0.1349
H 1.0015 0.7607 -0.2247 0.1182
C 2.8890 0.8397 -1.2774 -0.3779
C 2.3332 1.0030 -2.6860 -0.0245
H 2.1518 0.0222 -3.1175 0.0863
H 3.0570 1.5228 -3.3072 0.0831
H 1.4030 1.5628 -2.6686 0.0590
O 4.0810 0.0917 -1.3861 -0.0768
C 4.6775 -0.1464 -0.1267 -0.3805
C 5.9509 -0.9465 -0.3597 -0.0321
H 6.6029 -0.4069 -1.0406 0.0796
H 6.4682 -1.1103 0.5811 0.0802
H 5.7031 -1.9059 -0.8053 0.0837
C 3.7032 -0.8872 0.7940 -0.1391
H 4.1599 -1.0213 1.7763 0.1342
H 3.4828 -1.8776 0.3670 0.1305
H 4.9181 0.8255 0.3401 0.1512
H 3.1237 1.8258 -0.8377 0.1500
H 1.5906 -0.8154 -0.8323 0.1404
H 2.1455 -0.8435 2.8364 0.1298
H 0.8541 0.1919 2.1739 0.1249
H -0.8203 -0.6912 1.2846 0.1040
H -0.1393 -4.1859 0.4458 0.1017
H -1.7742 -5.5572 -0.7841 0.1069
H -3.8999 -4.5579 -1.5541 0.1010
H -4.3663 -2.1941 -1.1179 0.1098
H -3.7412 -0.2347 -1.6601 0.1323
H -4.5962 1.7916 0.0422 0.1260
H -4.2023 1.9960 -1.6811 0.1302
H -1.4079 1.8283 -1.9595 0.1157
H 0.5565 3.1558 -1.3031 0.0980
H 1.6118 4.0690 1.2076 0.0811
H 0.6255 5.4744 1.6216 0.0739
H 1.2788 5.2927 -0.0134 0.0804
```

Calculated values
E_LUMO	0.5010	eV
total energy	-1283.8738	a.u.
SMILES	Cc1ccc(CNC(=O)c2ccccc2NC(=O)CN2C[C@@H](C)O[C@@H](C)C2)cc1
energy relative to the best compared isomer or geometry (same formula, charge and spin)	39.04	kcal per mole
HOMO level	-0.30846	Eh



C2H2O3S as an isolated structure in a non-equilibrium geometry. Source: the Open Molecules 2025 dataset; level of theory: ωB97M-V/def2-TZVPD.

The geometry in XYZ format:
```
8
Properties=species:S:1:pos:R:3:lowdin_charge:R:1
C 0.6412 0.6126 -0.4727 -0.1568
C 1.7424 0.0243 0.3415 0.0367
O -1.2886 -1.0818 0.6860 -0.4364
O -2.7966 -0.6475 -1.1661 -0.4085
O -0.4145 1.0065 -0.7858 -0.0013
S -2.1970 -0.1330 0.0288 0.8858
H 2.7355 -0.0593 -0.0426 0.0196
H 1.5776 0.2783 1.4109 0.0610
```

Calculated values
E_LUMO	-0.9362	eV
total energy	-701.2223	a.u.
energy relative to the best compared isomer or geometry (same formula, charge and spin)	74.10	kcal per mole
HOMO level	-0.35109	Eh



C31H43AuN2O7PS as an isolated structure. Source: the Open Molecules 2025 dataset; level of theory: ωB97M-V/def2-TZVPD.

The geometry in XYZ format:
```
86
Properties=species:S:1:pos:R:3:lowdin_charge:R:1
Au 0.1645 0.6225 1.1574 0.7846
C -2.8318 -4.0505 2.0572 -0.2067
C -1.4043 -3.7679 2.5088 -0.1969
C -0.6129 -3.0642 1.3955 -0.2071
C -1.5232 -2.1906 0.5099 -0.4440
C -2.6439 -1.6104 1.3740 -0.2213
C -3.5857 -2.7317 1.8321 -0.1894
P -0.5605 -0.8878 -0.3538 0.9361
C 0.8249 -1.6943 -1.2510 -0.4078
C 2.0834 -1.9392 -0.4101 -0.2129
C 3.2826 -2.1967 -1.3372 -0.1833
C 2.8614 -2.8848 -2.6432 -0.1944
C 1.6718 -3.7989 -2.3888 -0.1878
C 0.4336 -2.9623 -2.0387 -0.1923
C -1.6012 -0.1945 -1.6920 -0.4076
C -2.4115 1.0328 -1.2519 -0.2187
C -3.3414 1.4322 -2.3928 -0.1866
C -4.4351 0.3725 -2.5954 -0.1884
C -3.9486 -1.0260 -2.1932 -0.1940
C -2.4633 -1.1962 -2.4952 -0.1718
H -3.3588 -4.6685 2.7863 0.1031
H -2.8007 -4.6281 1.1284 0.1109
H -0.8948 -4.6889 2.7978 0.1063
H -1.4325 -3.1375 3.4019 0.1126
H -0.1073 -3.8050 0.7731 0.1017
H 0.1684 -2.4434 1.8440 0.0934
H -1.9784 -2.8124 -0.2685 0.1055
H -3.2091 -0.8454 0.8431 0.0799
H -2.1881 -1.1102 2.2338 0.1019
H -4.3704 -2.8783 1.0858 0.1038
H -4.0846 -2.4264 2.7550 0.1072
H 1.0789 -0.9218 -1.9915 0.0885
H 1.9298 -2.7996 0.2440 0.0932
H 2.2873 -1.0833 0.2379 0.0786
H 4.0144 -2.8134 -0.8070 0.1047
H 3.7712 -1.2492 -1.5647 0.0857
H 3.7022 -3.4411 -3.0627 0.1053
H 2.5632 -2.1426 -3.3881 0.0978
H 1.9117 -4.4898 -1.5717 0.1076
H 1.4550 -4.4107 -3.2660 0.1095
H -0.2707 -3.5821 -1.4759 0.0927
H -0.0502 -2.6473 -2.9595 0.0846
H -0.8378 0.1727 -2.3811 0.0597
H -1.7220 1.8424 -0.9993 0.0869
H -2.9951 0.8361 -0.3469 0.0936
H -2.7425 1.5245 -3.3016 0.0913
H -3.7916 2.4085 -2.1990 0.1086
H -4.7395 0.3660 -3.6442 0.1067
H -5.3237 0.6296 -2.0110 0.1009
H -4.5259 -1.7918 -2.7174 0.1073
H -4.1270 -1.1896 -1.1244 0.0896
H -2.2746 -1.0065 -3.5547 0.1153
H -2.1591 -2.2271 -2.3175 0.0865
N 3.1339 2.7252 0.0426 0.1016
C 2.5430 2.3186 -1.1497 -0.3398
C 3.2344 1.5074 -2.0511 -0.0503
C 2.6037 1.0079 -3.1769 -0.0774
C 1.2747 1.3123 -3.4351 -0.2877
C 0.6049 2.1691 -2.5745 -0.0795
C 1.2224 2.6642 -1.4369 -0.0506
S 0.4050 0.4780 -4.7566 0.4323
O 0.4382 -0.9252 -4.3261 -0.3578
O 1.1567 0.7346 -5.9696 -0.3450
O -0.9427 1.0395 -4.7238 -0.3595
H 4.1374 2.8130 0.0239 0.0824
H 2.6509 3.4932 0.4959 0.0714
H 4.2670 1.2495 -1.8474 0.1030
H 3.1362 0.3562 -3.8583 0.1173
H -0.4204 2.4286 -2.8014 0.1024
H 0.6893 3.3029 -0.7457 0.0874
O 0.5439 3.8146 1.5818 -0.0032
C 0.8259 3.1508 2.5753 -0.6433
O 0.7556 1.8862 2.7152 -0.2203
C 1.2867 3.8667 3.8287 -0.1072
C 1.3846 5.2528 3.8261 -0.0044
C 1.8148 5.9355 4.9559 -0.0591
C 2.1519 5.2371 6.1034 -0.0097
C 2.0457 3.8562 6.0845 -0.1397
C 1.6204 3.1547 4.9724 0.0649
N 2.4038 3.1106 7.3018 -0.3546
O 2.3558 1.8976 7.2607 0.0766
O 2.7749 3.7531 8.2688 0.0574
H 1.1155 5.7771 2.9196 0.1176
H 1.8891 7.0147 4.9440 0.1038
H 2.4904 5.7356 6.9995 0.1136
H 1.5499 2.0779 4.9829 0.1266
```

Calculated values
E_LUMO	1.3460	eV
total energy	-2718.6194	a.u.
total charge	-1
energy relative to the best compared isomer or geometry (same formula, charge and spin)	0.00	kcal per mole
HOMO level	-0.19534	Eh